(1)
Below is C10H10ClNO2Os as an isolated structure at a distorted geometry, with properties calculated with wB97M-V/def2-TZVPD.

Computed properties:
DFT total energy	-1142.3297	Eh
total charge	+2
E_HOMO (spin up / spin down)	-0.578 / -0.683	Eh
HOMO-LUMO gap (spin up / spin down)	7.3 / 6.2	eV
spin multiplicity	5

Last column: Mulliken charge in e.
CARTESIAN COORDINATES (ANGSTROEM)
Cl  -1.20319  2.40954  -1.46694  -0.168
C  -0.87974  -1.74372  -0.91219  -0.440
C  0.52431  -1.88094  -0.69264  -0.419
C  1.22008  -0.97317  -1.55666  -0.652
H  0.99125  -2.59024  -0.00200  0.476
C  0.25062  -0.27449  -2.37706  0.390
C  -1.07251  -0.74618  -1.94471  -0.382
H  -2.00448  -0.51866  -2.43969  0.497
H  -1.66193  -2.30396  -0.39994  0.432
H  2.29925  -0.91981  -1.71720  0.591
C  0.51011  0.76510  -3.39258  -0.851
Os  -0.11417  0.49798  -0.38338  1.155
C  1.44892  1.17465  0.39019  0.412
O  2.40361  1.54812  0.95937  -0.274
C  -1.46828  1.37754  0.62997  0.505
O  -2.31632  1.86350  1.26440  -0.278
H  1.48797  1.22717  -3.24017  0.348
H  -0.22172  1.55126  -3.19408  0.295
H  0.30436  0.39166  -4.40388  0.333
C  -0.04460  -0.08222  4.61668  -0.881
C  -0.15656  -0.26296  3.18199  0.409
N  -0.25721  -0.47632  2.04402  -0.438
H  -0.88932  0.52009  4.98026  0.315
H  0.86563  0.50063  4.81972  0.306
H  -0.01566  -1.05407  5.14454  0.318

(2)
Below is one molecule with the formula C10H10FNOS at a distorted geometry, with properties calculated with wB97M-V/def2-TZVPD.

Computed properties:
ΔE to the lowest compared entry with this formula, charge and spin	0.0	kJ/mol
DFT total energy	-1015.0880	Eh
total charge	0
SMILES	N#Cc1ccc(SCCCO)c(F)c1
E_HOMO	-0.340	Eh
HOMO-LUMO gap	9.1	eV

Last column: Mulliken charge in e.
CARTESIAN COORDINATES (ANGSTROEM)
N  5.75518  -0.84939  0.27735  -0.450
C  4.65836  -0.50771  0.08203  -0.097
C  3.29061  -0.05274  -0.12237  0.628
C  2.98158  1.30171  0.07079  -0.731
C  1.67678  1.70543  -0.18177  -0.225
C  0.68780  0.82435  -0.57842  0.213
S  -0.94373  1.42198  -0.94044  -0.088
C  -1.89272  1.03631  0.59134  -0.661
C  -2.06484  -0.44277  0.91321  -0.550
C  -2.96812  -1.19454  -0.06006  -0.455
O  -4.22986  -0.49940  -0.07720  -0.525
C  1.04348  -0.50256  -0.77489  0.339
F  0.10069  -1.38052  -1.13849  -0.309
C  2.33097  -0.95697  -0.54959  -0.833
H  3.76320  2.00684  0.34838  0.442
H  1.43334  2.75164  -0.10784  0.470
H  -1.40614  1.57472  1.40658  0.367
H  -2.89909  1.45358  0.36981  0.421
H  -2.50280  -0.53302  1.92118  0.396
H  -1.06974  -0.93624  0.91645  0.235
H  -3.08660  -2.22258  0.29943  0.296
H  -2.56233  -1.21691  -1.06577  0.352
H  -4.70770  -0.77690  -0.88280  0.312
H  2.61168  -2.00429  -0.71692  0.449

(3)
Below is one molecule with the formula C10H10N2 at a distorted geometry, with properties calculated with wB97M-V/def2-TZVPD.

Computed properties:
ΔE to the lowest compared entry with this formula, charge and spin	106.3	kJ/mol
DFT total energy	-496.5566	Eh
total charge	0
SMILES	Cc1cc(N)c2ccccc2n1
E_HOMO	-0.296	Eh
HOMO-LUMO gap	8.6	eV

Last column: Mulliken charge in e.
CARTESIAN COORDINATES (ANGSTROEM)
C  -3.28005  -1.22974  -0.00029  -1.070
C  -1.88251  -0.53268  0.05168  0.328
C  -1.64618  0.84733  -0.00929  -0.603
C  -0.36266  1.41017  0.04488  0.810
N  -0.19939  2.75558  0.10243  -0.499
C  0.71403  0.48989  0.09860  1.156
C  2.06685  0.86704  0.03051  -0.635
C  3.06561  0.00025  0.08812  -0.811
C  2.80479  -1.35692  0.02040  -0.208
C  1.50627  -1.83215  -0.00826  -0.517
C  0.41353  -0.90111  0.07575  0.109
N  -0.85511  -1.39270  0.17268  -0.598
H  -4.12396  -0.75099  -0.63948  0.311
H  -3.81489  -1.33143  1.03294  0.226
H  -3.01458  -2.31398  -0.32362  0.311
H  -2.52444  1.56378  -0.22691  0.140
H  -0.91813  3.38698  -0.15902  0.228
H  0.81714  3.05295  -0.11244  0.170
H  2.29106  1.92938  0.11731  0.168
H  4.04154  0.43250  -0.07641  0.354
H  3.57637  -2.17153  -0.24324  0.248
H  1.32474  -2.92260  -0.03633  0.385

(4)
Below is a 2-piece molecular cluster, C10H10N2 overall at a distorted geometry, with properties calculated with wB97M-V/def2-TZVPD.

Computed properties:
ΔE to the lowest compared entry with this formula, charge and spin	439.4	kJ/mol
DFT total energy	-496.4297	Eh
total charge	0
SMILES	c1ccncc1.c1ccncc1
E_HOMO	-0.335	Eh
HOMO-LUMO gap	9.6	eV

Last column: Mulliken charge in e.
CARTESIAN COORDINATES (ANGSTROEM)
C  -2.03196  1.34783  0.68862  -0.498
C  -1.09445  0.17193  0.82564  0.001
C  -1.26585  -0.95831  0.31702  -0.497
N  -2.37451  -1.45152  -0.30126  -0.660
C  -3.19271  -0.44581  -0.62855  -0.252
C  -3.01087  0.96142  -0.24226  -0.402
H  -1.96009  2.32172  1.18437  0.385
H  -0.21730  0.29867  1.44187  0.381
H  -0.58605  -1.74770  0.57163  0.737
H  -4.05114  -0.55647  -1.17646  0.454
H  -3.93096  1.58449  -0.30369  0.301
C  2.92767  -0.70680  0.54171  -0.377
C  1.86990  -1.37125  -0.12661  -0.344
C  0.85808  -0.57210  -0.90984  -0.168
N  1.06110  0.68197  -1.23750  -0.549
C  2.24107  1.20103  -0.69476  -0.161
C  3.11728  0.59123  0.13740  -0.295
H  3.61536  -1.24154  1.15632  0.458
H  1.75777  -2.54104  0.06535  0.276
H  -0.13253  -1.03864  -1.19453  0.633
H  2.40896  2.38283  -0.65376  0.223
H  3.99123  1.08808  0.53928  0.355

(5)
Below is one molecule with the formula C10H10N2 at a distorted geometry, with properties calculated with wB97M-V/def2-TZVPD.

Computed properties:
ΔE to the lowest compared entry with this formula, charge and spin	205.0	kJ/mol
DFT total energy	-496.5190	Eh
total charge	0
SMILES	Cc1nc2ccccc2nc1C
E_HOMO	-0.310	Eh
HOMO-LUMO gap	8.6	eV

Last column: Mulliken charge in e.
CARTESIAN COORDINATES (ANGSTROEM)
C  2.49582  1.54786  0.00636  -1.230
C  1.28876  0.69203  -0.12220  0.760
N  0.21443  1.36589  -0.34774  -0.485
C  -0.88257  0.76553  -0.21110  0.327
C  -2.09287  1.36593  0.09602  -0.714
C  -3.30281  0.66306  0.14061  -0.335
C  -3.32716  -0.73844  0.14389  -0.582
C  -2.20164  -1.33722  -0.21390  -0.250
C  -0.93844  -0.69881  -0.40621  0.427
N  0.19866  -1.39274  -0.21699  -0.568
C  1.36316  -0.80649  0.01497  0.579
C  2.58553  -1.54926  0.20334  -1.319
H  3.26050  1.10877  -0.59549  0.358
H  2.91557  1.53501  1.01620  0.268
H  2.21340  2.51131  -0.44911  0.358
H  -2.02063  2.42114  0.15160  0.445
H  -4.25654  1.19710  0.35912  0.318
H  -4.28643  -1.30021  0.18147  0.311
H  -2.04965  -2.37506  -0.48893  0.366
H  2.90538  -1.33855  1.18224  0.343
H  2.50263  -2.59749  -0.08200  0.342
H  3.41491  -1.03938  -0.36213  0.281

(6)
Below is a 2-piece molecular cluster, C10H10N2O2 overall at a distorted geometry, with properties calculated with wB97M-V/def2-TZVPD.

Computed properties:
ΔE to the lowest compared entry with this formula, charge and spin	239.8	kJ/mol
DFT total energy	-647.0106	Eh
total charge	0
SMILES	O=c1cc[nH]c(=O)[nH]1.c1ccccc1
E_HOMO	-0.347	Eh
HOMO-LUMO gap	9.5	eV

Last column: Mulliken charge in e.
CARTESIAN COORDINATES (ANGSTROEM)
O  3.44927  -1.47282  -1.66328  -0.632
C  2.86946  -0.81302  -0.80198  0.426
C  2.09071  -1.38911  0.23663  -0.284
C  1.68854  -0.72716  1.38660  -0.266
N  1.85607  0.68524  1.37184  -0.045
C  2.37467  1.40831  0.31759  0.286
O  2.39545  2.60954  0.25388  -0.583
N  2.99932  0.55626  -0.66135  -0.121
H  2.07952  -2.49895  0.30349  0.358
H  1.16676  -1.22173  2.28079  0.340
H  1.47305  1.37291  2.07899  0.276
H  3.29033  1.03343  -1.51438  0.261
C  -3.51316  0.52981  -0.37477  -0.097
C  -3.34353  -0.61221  0.41556  -0.470
C  -2.05894  -1.10233  0.45068  -0.004
C  -1.13651  -0.49798  -0.32925  -0.191
C  -1.32201  0.70617  -0.94577  0.103
C  -2.52112  1.14087  -1.23057  -0.803
H  -4.58241  0.86100  -0.51526  0.256
H  -4.33025  -1.08241  0.98575  0.207
H  -1.79891  -2.04383  1.08126  0.281
H  -0.16952  -0.75684  -0.04190  0.201
H  -0.32830  1.22252  -1.38727  0.118
H  -2.62848  2.09233  -1.69727  0.381

(7)
Below is one molecule with the formula C10H10N2O3, with properties calculated with wB97M-V/def2-TZVPD.

Computed properties:
ΔE to the lowest compared entry with this formula, charge and spin	4.2	kJ/mol
DFT total energy	-722.2987	Eh
total charge	0
SMILES	COC(=O)/C=C/C(=O)Nc1cccnc1
E_HOMO	-0.331	Eh
HOMO-LUMO gap	8.7	eV

Last column: Mulliken charge in e.
CARTESIAN COORDINATES (ANGSTROEM)
C  1.31890  -4.22223  -3.50236  -0.613
O  1.03345  -2.99781  -2.84103  -0.298
C  0.36044  -3.09648  -1.68600  0.451
O  0.01202  -4.14035  -1.19809  -0.574
C  0.12377  -1.75498  -1.10528  -0.606
C  -0.56098  -1.61101  0.02771  -0.243
C  -0.91989  -0.31366  0.66456  0.724
O  -1.98440  -0.15156  1.21635  -0.593
N  0.05675  0.63587  0.55270  -0.144
C  0.05142  1.94661  1.02846  0.564
C  1.20004  2.71927  0.85784  -0.550
C  1.20939  4.02255  1.31789  -0.384
C  0.06593  4.50952  1.93503  -0.333
N  -1.02534  3.78358  2.09983  -0.557
C  -1.04363  2.54031  1.66425  -0.320
H  1.84678  -3.95977  -4.41528  0.222
H  0.39267  -4.75269  -3.73174  0.294
H  1.93900  -4.85901  -2.86811  0.289
H  0.52170  -0.93050  -1.67964  0.461
H  -0.98242  -2.48718  0.50350  0.413
H  0.91769  0.35163  0.10410  0.158
H  2.07000  2.29810  0.37068  0.347
H  2.08369  4.64363  1.19995  0.371
H  0.01904  5.52132  2.31356  0.362
H  -1.95781  1.98986  1.82449  0.557

(8)
Below is a 2-piece molecular cluster, C10H10NO3 overall at a distorted geometry, with properties calculated with wB97M-V/def2-TZVPD.

Computed properties:
ΔE to the lowest compared entry with this formula, charge and spin	609.9	kJ/mol
DFT total energy	-667.3450	Eh
total charge	-1
E_HOMO	-0.086	Eh
HOMO-LUMO gap	4.7	eV

Last column: Mulliken charge in e.
CARTESIAN COORDINATES (ANGSTROEM)
C  -2.92538  0.29601  0.16640  -0.873
C  -2.07223  0.21401  -1.22425  -0.453
C  -0.59390  0.69047  -0.87093  0.666
C  0.07463  2.00106  -1.42793  -0.667
C  1.52670  2.39236  -0.97107  -0.344
C  2.37135  1.52124  0.01874  -0.468
C  1.71324  0.22438  0.53579  -0.086
C  0.27779  -0.15455  0.08210  0.626
C  0.01796  -1.53302  0.82942  -0.246
O  -0.90151  -2.32230  0.47857  -0.478
N  1.01891  -1.72737  1.92745  -0.259
C  2.20707  -0.89881  1.54709  0.392
O  3.33962  -1.16573  1.99538  -0.542
H  -3.49535  1.28439  0.22681  0.334
H  -3.64887  -0.57665  0.29292  0.229
H  -2.21201  0.29071  1.07565  0.233
H  -2.12184  -0.82023  -1.70810  0.310
H  -2.52899  1.02421  -1.90965  0.286
H  -0.53275  2.65887  -2.13929  0.256
H  2.02494  3.35399  -1.36312  0.269
H  3.41248  1.79477  0.38109  0.346
H  0.51019  -1.36427  2.76293  0.315
O  1.56096  -3.46401  -0.70767  -1.037
H  0.97700  -3.71952  0.00168  0.189